# 1
The following is a quantum chemistry calculation of a 9-piece molecular cluster, C21H63N3O9 overall, from the OMol25 dataset.

relative energy (zero: lowest compared OMol25 entry of this formula, charge and spin) = 18.2 kcal/mol
orbital gap = 0.34068 Eh
structure (SMILES) = COC[C@H](C)N.COC[C@H](C)N.COC[C@H](C)N.CCO.CCO.CCO.CO.CO.CO

Positions of all 96 atoms, in Å:
C  4.913  1.086  -5.220
O  4.345  2.222  -4.538
C  3.513  1.769  -3.473
C  2.666  2.917  -3.034
C  3.228  4.050  -2.181
N  1.462  2.374  -2.308
H  5.480  1.487  -6.044
H  4.125  0.437  -5.686
H  5.572  0.528  -4.542
H  2.849  0.946  -3.812
H  4.195  1.476  -2.651
H  2.269  3.423  -3.922
H  4.104  4.549  -2.595
H  3.492  3.535  -1.279
H  2.427  4.767  -2.012
H  1.016  1.661  -2.940
H  0.770  3.090  -2.196
C  5.472  -2.713  -0.941
O  5.016  -4.053  -1.080
C  5.868  -4.933  -0.425
C  5.169  -6.282  -0.364
C  3.922  -6.132  0.409
N  6.018  -7.220  0.226
H  5.288  -2.359  0.106
H  4.848  -2.093  -1.562
H  6.473  -2.601  -1.336
H  6.834  -4.992  -0.895
H  6.196  -4.476  0.554
H  4.883  -6.499  -1.397
H  3.266  -5.455  -0.113
H  4.119  -5.616  1.372
H  3.347  -7.040  0.565
H  6.769  -7.723  -0.164
H  6.085  -7.016  1.227
C  -6.421  1.681  3.508
O  -6.112  0.296  3.632
C  -4.951  -0.058  2.887
C  -5.135  -0.196  1.321
C  -6.206  -1.192  1.033
N  -3.874  -0.716  0.761
H  -6.984  1.973  2.616
H  -5.420  2.223  3.551
H  -6.946  1.870  4.442
H  -4.101  0.619  3.099
H  -4.753  -1.025  3.295
H  -5.447  0.758  0.787
H  -5.945  -2.242  1.408
H  -6.361  -1.279  -0.011
H  -7.156  -0.839  1.519
H  -3.908  -1.049  -0.222
H  -3.059  -0.063  0.702
C  0.169  6.630  -1.889
C  -0.686  5.750  -0.916
O  -0.718  4.405  -1.334
H  -0.059  6.501  -2.990
H  1.253  6.488  -1.670
H  0.001  7.711  -1.765
H  -1.681  6.225  -0.992
H  -0.268  5.835  0.110
H  -1.027  3.832  -0.612
C  -3.395  -5.940  0.879
C  -3.283  -4.656  0.110
O  -2.564  -3.756  0.853
H  -2.444  -6.533  0.924
H  -4.172  -6.556  0.432
H  -3.620  -5.768  1.940
H  -4.248  -4.375  -0.237
H  -2.646  -4.937  -0.746
H  -3.010  -2.915  0.920
C  0.162  1.013  2.594
C  1.115  1.053  1.411
O  0.717  2.141  0.586
H  0.517  0.188  3.181
H  -0.869  0.818  2.253
H  0.148  1.971  3.122
H  1.079  0.101  0.852
H  2.123  1.275  1.768
H  1.046  2.108  -0.351
C  -1.429  4.208  3.151
O  -1.468  3.952  1.718
H  -2.013  3.448  3.696
H  -0.364  4.235  3.502
H  -1.827  5.198  3.336
H  -0.600  3.545  1.482
C  1.213  -4.035  0.658
O  0.274  -3.154  1.269
H  1.508  -3.679  -0.335
H  2.093  -3.980  1.403
H  0.902  -5.090  0.673
H  -0.631  -3.461  1.107
C  -4.219  4.408  -0.673
O  -4.104  4.539  0.697
H  -4.395  3.381  -1.018
H  -5.121  4.992  -0.901
H  -3.410  4.818  -1.240
H  -3.263  4.196  0.965

Results of the Mulliken charge analysis, in e, for atoms 1 through 6:
1. C -0.72
2. O -0.33
3. C -0.57
4. C 0.49
5. C -1.03
6. N -0.46

---

# 2
The following is a quantum chemistry calculation of C21H63N8O11Zn as an isolated structure, from the OMol25 dataset.

net charge = +1
orbital gap = 0.06808 Eh

Positions of all 104 atoms, in Å:
Zn  -0.504  -3.053  5.369
C  -0.429  -1.086  0.441
C  1.022  -0.981  1.030
C  1.119  0.447  1.464
O  1.158  -1.928  2.048
H  -0.647  -0.198  -0.154
H  -1.156  -1.083  1.254
H  -0.560  -1.912  -0.258
H  1.692  -1.114  0.181
H  0.340  0.801  2.140
H  1.110  1.079  0.576
H  2.136  0.610  1.823
C  3.045  -8.350  0.892
O  3.338  -9.405  0.291
N  2.028  -8.266  1.743
N  3.574  -7.167  0.737
H  1.422  -9.059  1.896
H  1.783  -7.415  2.228
H  3.083  -6.427  1.217
H  4.357  -6.923  0.147
C  -3.214  -7.940  -1.648
O  -3.729  -7.549  -2.666
N  -3.186  -9.183  -1.270
N  -2.577  -7.199  -0.863
H  -3.928  -9.786  -1.594
H  -2.914  -9.356  -0.313
H  -2.264  -7.426  0.070
H  -2.403  -6.260  -1.192
C  0.516  1.778  7.520
O  0.742  0.679  6.986
N  1.062  2.856  7.057
N  -0.287  1.961  8.510
H  0.875  3.775  7.432
H  1.572  2.734  6.194
H  -0.925  1.201  8.701
H  -0.676  2.870  8.718
C  -5.661  2.956  4.189
O  -5.819  4.052  3.795
N  -5.842  1.824  3.630
N  -5.107  2.644  5.344
H  -6.010  1.819  2.635
H  -5.497  0.986  4.076
H  -4.885  1.692  5.598
H  -4.709  3.407  5.873
C  3.901  0.751  -7.369
C  4.077  0.336  -5.913
O  4.558  -1.002  -5.756
H  3.247  0.025  -7.854
H  4.875  0.683  -7.853
H  3.633  1.806  -7.418
H  3.151  0.414  -5.344
H  4.795  1.030  -5.475
H  4.895  -1.132  -4.867
C  7.715  -0.765  6.268
C  6.314  -1.146  5.663
O  6.520  -1.931  4.528
H  7.710  -0.148  7.167
H  8.451  -0.453  5.527
H  8.127  -1.696  6.657
H  5.928  -0.164  5.391
H  5.735  -1.702  6.400
H  5.634  -2.028  4.170
C  7.253  1.944  -0.201
C  7.473  2.981  -1.292
O  8.346  2.373  -2.257
H  8.239  1.818  0.247
H  6.907  1.032  -0.688
H  6.537  2.429  0.461
H  8.009  3.809  -0.828
H  6.624  3.537  -1.689
H  8.757  1.572  -1.924
C  -9.180  -2.208  0.338
C  -7.959  -3.108  0.066
O  -8.194  -3.882  -1.188
H  -9.018  -1.766  1.321
H  -10.110  -2.774  0.406
H  -9.288  -1.516  -0.497
H  -7.720  -3.739  0.922
H  -7.087  -2.472  -0.088
H  -7.428  -4.457  -1.254
C  -1.230  6.354  -1.773
C  -0.158  7.455  -2.151
C  -0.063  7.657  -3.713
O  -0.609  8.615  -1.535
H  -2.180  6.412  -2.304
H  -1.510  6.407  -0.721
H  -0.992  5.315  -2.001
H  0.805  7.280  -1.671
H  0.495  8.539  -4.029
H  -1.012  7.895  -4.193
H  0.400  6.826  -4.246
H  -1.419  8.894  -1.968
C  -3.511  2.904  -6.277
C  -3.453  1.586  -5.560
C  -4.604  1.392  -4.547
O  -3.590  0.495  -6.522
H  -4.497  3.215  -6.622
H  -2.836  3.007  -7.127
H  -3.192  3.771  -5.699
H  -2.479  1.586  -5.070
H  -4.582  2.260  -3.888
H  -4.312  0.490  -4.009
H  -5.606  1.275  -4.960
H  -4.336  0.813  -7.037

Results of the Mulliken charge analysis, in e, for atoms 1 through 6:
1. Zn 0.56
2. C -1.15
3. C 0.63
4. C -1.23
5. O -0.26
6. H 0.37